9 unconnected molecules or ions with the total composition C31H80O9, computed with wB97M-V/def2-TZVPD.

Summary:
total energy	-51869.06647	eV
relative energy (zero: lowest compared OMol25 entry of this formula, charge and spin)	0.0	kJ/mol
molecular weight	596.972	g mol⁻¹
orbital gap	9.7	eV
SMILES	CC(C)O.CC(C)O.CC(C)O.CC(C)O.CC(C)O.CCOCC.CCOCC.CCOCC.CCOCC

Last column: Löwdin charge in e.
Positions of all 120 atoms, in Å:
C1 2.001 -4.211 -1.958  -0.09
C2 2.830 -3.282 -2.804  -0.29
O1 2.031 -2.241 -3.342  -0.18
C3 2.725 -1.026 -3.707  -0.23
C4 3.088 -1.230 -5.211  -0.07
H1 1.810 -3.790 -0.970  0.06
H2 1.045 -4.522 -2.383  0.08
H3 2.514 -5.164 -1.788  0.08
H4 3.586 -2.855 -2.132  0.12
H5 3.340 -3.838 -3.598  0.12
H6 1.977 -0.250 -3.579  0.09
H7 3.687 -0.905 -3.212  0.11
H8 3.951 -1.896 -5.215  0.07
H9 3.377 -0.313 -5.737  0.07
H10 2.269 -1.685 -5.757  0.07
C5 3.618 -2.386 2.787  -0.06
C6 3.136 -1.716 4.054  -0.27
O2 3.757 -0.426 4.046  -0.16
C7 3.816 0.159 5.310  -0.31
C8 2.458 0.337 5.982  -0.08
H11 3.466 -3.470 2.830  0.06
H12 3.122 -2.035 1.881  0.07
H13 4.686 -2.212 2.657  0.08
H14 2.052 -1.575 4.052  0.10
H15 3.395 -2.303 4.943  0.12
H16 4.487 -0.389 5.981  0.12
H17 4.213 1.166 5.176  0.11
H18 2.130 -0.641 6.348  0.07
H19 1.783 0.869 5.322  0.08
H20 2.573 0.872 6.929  0.08
C9 -3.730 -1.047 -2.023  -0.08
C10 -4.046 -1.999 -0.877  -0.29
O3 -2.979 -2.561 -0.198  -0.19
C11 -2.081 -3.311 -1.027  -0.24
C12 -1.102 -3.983 -0.078  -0.08
H21 -4.651 -0.559 -2.336  0.08
H22 -2.995 -0.302 -1.718  0.04
H23 -3.328 -1.573 -2.895  0.07
H24 -4.630 -1.412 -0.161  0.11
H25 -4.761 -2.776 -1.189  0.12
H26 -2.686 -4.071 -1.543  0.13
H27 -1.570 -2.643 -1.728  0.12
H28 -0.293 -3.307 0.223  0.06
H29 -0.506 -4.778 -0.541  0.06
H30 -1.615 -4.328 0.811  0.08
C13 -0.446 -2.997 3.621  -0.07
C14 0.116 -4.365 3.817  -0.26
O4 0.417 -4.925 2.524  -0.18
C15 1.295 -6.000 2.546  -0.31
C16 2.053 -6.050 1.238  -0.07
H31 -1.398 -2.990 3.083  0.08
H32 -0.491 -2.488 4.580  0.08
H33 0.167 -2.460 2.892  0.05
H34 1.066 -4.372 4.379  0.11
H35 -0.540 -5.087 4.332  0.13
H36 1.989 -6.000 3.391  0.12
H37 0.661 -6.897 2.578  0.12
H38 1.418 -5.681 0.434  0.05
H39 2.552 -6.995 1.052  0.08
H40 2.863 -5.305 1.249  0.07
C17 -0.896 -0.527 0.906  -0.04
C18 -0.624 0.576 -0.089  -0.44
C19 0.500 0.183 -1.046  -0.02
O5 -1.822 0.837 -0.814  -0.12
H41 -1.552 -0.191 1.723  0.09
H42 -0.016 -0.921 1.412  0.06
H43 -1.456 -1.357 0.465  0.06
H44 -0.374 1.453 0.528  0.11
H45 0.066 -0.141 -1.990  0.07
H46 1.096 -0.673 -0.707  0.08
H47 1.244 0.962 -1.225  0.06
H48 -1.613 1.455 -1.558  0.06
C20 -2.498 5.185 -1.227  -0.04
C21 -1.394 6.179 -1.541  -0.44
C22 -0.658 6.679 -0.325  -0.05
O6 -0.461 5.385 -2.340  -0.10
H49 -3.278 5.550 -0.560  0.09
H50 -2.024 4.335 -0.737  0.08
H51 -2.973 4.914 -2.168  0.09
H52 -1.749 6.947 -2.230  0.14
H53 0.106 7.404 -0.630  0.08
H54 -0.148 5.914 0.256  0.08
H55 -1.360 7.223 0.314  0.09
H56 0.382 5.837 -2.435  0.09
C23 -3.942 2.447 2.469  -0.06
C24 -4.746 1.603 1.486  -0.49
C25 -6.227 1.878 1.602  -0.07
O7 -4.350 1.924 0.139  -0.07
H57 -4.375 3.436 2.609  0.08
H58 -2.893 2.529 2.165  0.07
H59 -3.870 1.968 3.456  0.08
H60 -4.594 0.521 1.603  0.13
H61 -6.517 2.873 1.245  0.08
H62 -6.561 1.834 2.641  0.08
H63 -6.813 1.196 0.980  0.08
H64 -3.386 1.804 0.083  0.05
C26 2.212 3.088 1.555  -0.05
C27 2.903 3.114 0.205  -0.47
C28 1.988 3.664 -0.881  -0.06
O8 4.145 3.843 0.259  -0.05
H65 2.045 4.111 1.915  0.09
H66 2.693 2.453 2.298  0.07
H67 1.190 2.692 1.494  0.06
H68 3.173 2.088 -0.090  0.13
H69 0.961 3.387 -0.657  0.06
H70 2.282 3.216 -1.837  0.08
H71 2.028 4.735 -1.084  0.07
H72 4.513 3.728 1.141  0.08
C29 0.159 2.702 -4.839  -0.05
C30 -1.202 2.353 -4.234  -0.43
C31 -1.478 0.858 -4.366  -0.04
O9 -1.125 2.639 -2.819  -0.10
H73 0.338 3.779 -4.783  0.07
H74 0.100 2.550 -5.928  0.09
H75 0.907 2.076 -4.370  0.07
H76 -2.042 2.898 -4.667  0.14
H77 -0.706 0.310 -4.914  0.08
H78 -2.310 0.739 -5.073  0.08
H79 -1.727 0.385 -3.423  0.05
H80 -0.942 3.592 -2.705  0.05

A molecular structure, C50H68N3O2PtTe, computed with wB97M-V/def2-TZVPD.

Summary:
total energy	-72052.30882	eV
molecular weight	1065.791	g mol⁻¹
orbital gap (alpha / beta)	5.1 / 5.1	eV
charge	+1

Last column: Löwdin charge in e.
Positions of all 125 atoms, in Å:
Pt1 -0.351 0.167 0.145  1.17
C1 1.165 -0.264 2.906  -0.06
N1 1.355 -0.782 1.546  -0.28
C2 1.350 -2.244 1.567  -0.06
C3 2.608 -0.274 0.972  -0.16
C4 2.634 -0.310 -0.546  -0.15
N2 1.742 0.680 -1.141  -0.19
C5 2.255 2.051 -0.955  -0.11
C6 1.177 3.096 -0.877  -0.14
C7 1.131 4.180 -1.723  -0.01
C8 0.166 5.176 -1.571  -0.15
C9 -0.768 5.014 -0.549  0.03
C10 -0.746 3.972 0.367  -0.09
C11 0.264 2.969 0.206  -0.33
O1 0.446 1.960 1.038  -0.22
C12 -1.666 3.988 1.592  -0.52
C13 -0.785 4.120 2.849  -0.02
C14 -2.635 5.172 1.580  -0.05
C15 -2.497 2.704 1.681  -0.06
C16 0.238 6.444 -2.411  -0.55
C17 -0.926 7.398 -2.130  -0.05
C18 0.235 6.122 -3.911  -0.03
C19 1.542 7.174 -2.037  -0.04
C20 1.570 0.477 -2.578  -0.15
C21 0.702 -0.635 -3.131  -0.21
C22 0.571 -0.618 -4.510  -0.04
C23 -0.091 -1.615 -5.210  -0.16
C24 -0.516 -2.715 -4.472  0.02
C25 -0.399 -2.822 -3.095  -0.07
C26 0.123 -1.696 -2.367  -0.35
O2 0.079 -1.638 -1.061  -0.26
C27 -0.802 -4.171 -2.477  -0.52
C28 -2.291 -4.442 -2.745  -0.03
C29 -0.575 -4.305 -0.970  -0.05
C30 0.057 -5.260 -3.150  -0.04
C31 -0.285 -1.498 -6.715  -0.55
C32 -1.030 -2.692 -7.313  -0.06
C33 1.094 -1.401 -7.390  -0.04
C34 -1.097 -0.228 -7.020  -0.04
H1 1.977 -0.590 3.565  0.11
H2 0.222 -0.635 3.305  0.08
H3 1.134 0.823 2.885  0.08
H4 2.183 -2.619 2.171  0.11
H5 1.439 -2.637 0.558  0.07
H6 0.419 -2.608 1.998  0.09
H7 3.458 -0.862 1.337  0.14
H8 2.737 0.748 1.324  0.11
H9 2.320 -1.293 -0.894  0.12
H10 3.667 -0.152 -0.886  0.15
H11 2.964 2.300 -1.754  0.14
H12 2.795 2.089 -0.010  0.12
H13 1.882 4.272 -2.500  0.12
H14 -1.528 5.771 -0.440  0.09
H15 -0.205 5.043 2.803  0.10
H16 -0.098 3.282 2.932  0.07
H17 -1.412 4.152 3.741  0.09
H18 -2.102 6.120 1.661  0.09
H19 -3.302 5.092 2.439  0.09
H20 -3.255 5.191 0.682  0.09
H21 -1.864 1.821 1.638  0.04
H22 -3.227 2.651 0.873  0.07
H23 -3.041 2.688 2.627  0.10
H24 -1.890 6.916 -2.309  0.09
H25 -0.853 8.258 -2.796  0.09
H26 -0.889 7.769 -1.105  0.09
H27 -0.706 5.648 -4.196  0.07
H28 1.062 5.470 -4.196  0.08
H29 0.332 7.049 -4.479  0.09
H30 1.547 7.407 -0.971  0.09
H31 1.612 8.110 -2.594  0.09
H32 2.422 6.572 -2.263  0.08
H33 2.567 0.348 -3.030  0.15
H34 1.178 1.415 -2.977  0.09
H35 1.026 0.203 -5.055  0.12
H36 -0.953 -3.550 -5.000  0.10
H37 -2.912 -3.695 -2.248  0.07
H38 -2.563 -5.422 -2.350  0.09
H39 -2.529 -4.428 -3.808  0.08
H40 -1.188 -3.603 -0.412  0.06
H41 0.470 -4.142 -0.716  0.08
H42 -0.845 -5.315 -0.660  0.09
H43 -0.196 -5.397 -4.200  0.08
H44 -0.093 -6.213 -2.641  0.09
H45 1.115 -5.002 -3.083  0.09
H46 -0.470 -3.619 -7.183  0.09
H47 -1.156 -2.531 -8.384  0.09
H48 -2.022 -2.804 -6.875  0.09
H49 1.689 -2.285 -7.163  0.09
H50 1.645 -0.522 -7.057  0.08
H51 0.970 -1.334 -8.472  0.09
H52 -2.047 -0.241 -6.483  0.09
H53 -1.310 -0.177 -8.089  0.09
H54 -0.551 0.676 -6.746  0.07
C35 -1.834 -1.057 1.218  -0.12
C36 -3.167 -0.795 0.710  -0.31
C37 -3.563 -1.266 -0.556  -0.11
C38 -4.777 -0.914 -1.106  -0.04
C39 -5.649 -0.092 -0.386  -0.23
C40 -5.329 0.279 0.925  -0.01
C41 -4.108 -0.066 1.457  -0.03
C42 -6.830 0.426 -0.992  -0.18
N3 -7.745 0.918 -1.485  0.18
H55 -1.407 -2.003 0.897  0.04
H56 -1.705 -0.842 2.276  0.07
H57 -2.900 -1.938 -1.089  0.08
H58 -5.061 -1.257 -2.092  0.13
H59 -6.049 0.840 1.504  0.13
H60 -3.861 0.214 2.472  0.12
C43 -3.218 2.526 -1.867  -0.33
Te1 -1.858 0.889 -2.210  1.65
C44 -1.063 2.250 -3.692  -0.31
C45 -2.203 3.159 -4.050  -0.29
C46 -2.219 3.855 -5.253  -0.05
C47 -3.253 4.732 -5.536  -0.07
C48 -4.267 4.928 -4.609  -0.06
C49 -4.265 4.224 -3.416  -0.02
C50 -3.241 3.326 -3.138  -0.28
H61 -2.841 3.126 -1.037  0.04
H62 -4.208 2.150 -1.615  0.06
H63 -0.730 1.667 -4.550  0.05
H64 -0.229 2.839 -3.308  0.05
H65 -1.422 3.704 -5.971  0.12
H66 -3.268 5.259 -6.480  0.11
H67 -5.069 5.621 -4.821  0.11
H68 -5.066 4.361 -2.700  0.12

Maximum force, respectively: 0.0553, 0.0755 hartree/bohr.